(w)
{
  "formula": "CHCl2NO2",
  "method": "ωB97M-V with the def2-TZVPD basis set",
  "elements": ["C", "N", "O", "O", "Cl", "Cl", "H"],
  "positions_angstrom": [[0.561, 0.107, -0.032], [-0.950, -0.071, -0.210], [-1.691, 0.295, 0.656], [-1.275, -0.653, -1.198], [1.107, -1.578, 0.219], [0.945, 1.207, 1.376], [1.302, 0.693, -0.811]],
  "nbo_charge": [-0.19, 0.50, -0.32, -0.34, 0.04, 0.00, 0.30],
  "orbital_gap_ev": 11.1,
  "smiles": "O=[N+]([O-])C(Cl)Cl",
  "multiplicity": 1
}



(x)
{
  "formula": "CHCl2NO2",
  "method": "ωB97M-V with the def2-TZVPD basis set",
  "elements": ["C", "N", "O", "O", "Cl", "Cl", "H"],
  "positions_angstrom": [[0.461, 0.362, 0.288], [-0.266, 0.869, 1.412], [-1.409, 0.434, 1.513], [0.235, 1.702, 2.173], [1.254, -1.704, 1.507], [1.816, 1.172, -0.120], [0.012, -0.270, -0.389]],
  "nbo_charge": [0.05, 0.43, -0.31, -0.32, -0.34, 0.24, 0.25],
  "orbital_gap_ev": [7.6, 7.5],
  "multiplicity": 1
}



Most favorable first, least favorable last: (w), (x)



(w)
{
  "formula": "C6H41NO14",
  "method": "ωB97M-V with the def2-TZVPD basis set",
  "elements": ["C", "N", "C", "C", "C", "C", "C", "O", "H", "H", "H", "H", "H", "H", "H", "H", "H", "H", "H", "H", "H", "H", "H", "H", "H", "O", "H", "H", "O", "H", "H", "O", "H", "H", "O", "H", "H", "O", "H", "H", "O", "H", "H", "O", "H", "H", "O", "H", "H", "O", "H", "H", "O", "H", "H", "O", "H", "H", "O", "H", "H", "O"],
  "positions_angstrom": [[1.739, 2.153, 0.855], [1.599, 0.979, -0.013], [0.175, 0.482, -0.080], [0.083, -0.787, -0.884], [0.812, -0.811, -2.182], [0.487, -2.138, -2.781], [-0.563, 0.367, 1.288], [-0.642, 1.427, 2.231], [2.517, 2.927, 0.582], [2.049, 1.817, 1.827], [0.822, 2.821, 1.045], [2.068, 0.135, 0.425], [-0.335, 1.251, -0.707], [-1.023, -0.960, -1.054], [0.403, -1.648, -0.195], [1.938, -0.725, -2.175], [0.427, 0.044, -2.924], [-0.441, -2.545, -2.364], [0.297, -2.098, -3.878], [1.314, -2.894, -2.968], [-1.596, -0.078, 1.153], [0.061, -0.331, 1.928], [-1.557, 1.834, 2.042], [-1.280, -3.635, 0.042], [-0.563, -4.842, 0.719], [-1.415, -4.516, 0.368], [-2.639, 3.639, 0.964], [-1.144, 3.306, 0.706], [-1.789, 3.500, 1.343], [-3.350, 1.114, -2.922], [-1.940, 0.739, -3.453], [-2.638, 0.408, -2.859], [1.568, -4.603, 1.432], [1.412, -4.358, -0.008], [1.193, -5.012, 0.644], [-3.146, -2.811, 1.104], [-3.306, -1.602, 0.092], [-2.658, -2.059, 0.628], [-0.331, -2.318, 2.074], [-0.670, -2.064, 3.568], [-0.015, -2.451, 2.966], [1.894, -1.097, 2.533], [2.533, 0.284, 2.641], [2.627, -0.530, 2.172], [1.336, 2.056, 4.479], [0.641, 2.511, 3.196], [1.500, 2.560, 3.684], [-2.886, 0.825, -1.360], [-2.184, 1.989, -0.603], [-2.991, 1.423, -0.556], [1.945, 1.642, -1.736], [2.583, 2.831, -2.536], [1.720, 2.417, -2.292], [-0.168, 1.805, -3.434], [0.038, 0.632, -4.363], [-0.604, 1.332, -4.145], [2.452, -1.886, 1.047], [2.677, -2.140, -0.441], [2.392, -2.575, 0.371], [-0.313, 4.628, -0.466], [0.263, 3.325, -1.107], [-0.520, 3.857, -0.985]],
  "lowdin_spin": [0.08, 0.48, 0.07, 0.00, 0.00, 0.00, 0.08, 0.11, 0.03, 0.02, 0.00, 0.01, 0.02, 0.00, 0.00, 0.00, 0.00, 0.00, 0.00, 0.00, 0.01, 0.00, 0.00, 0.00, 0.00, 0.00, 0.00, 0.00, 0.00, 0.00, 0.00, 0.00, 0.00, 0.00, 0.00, 0.00, 0.00, 0.00, 0.00, 0.00, 0.00, 0.00, 0.00, 0.01, 0.00, 0.00, 0.01, 0.00, 0.00, 0.00, 0.01, 0.00, 0.03, 0.00, 0.00, 0.00, 0.00, 0.00, 0.00, 0.00, 0.00, 0.00],
  "total_charge": 1,
  "orbital_gap_ev": [10.0, 4.6],
  "s_squared": 0.755,
  "multiplicity": 2
}



(x)
{
  "formula": "C6H41NO14",
  "method": "ωB97M-V with the def2-TZVPD basis set",
  "elements": ["C", "C", "C", "C", "C", "N", "C", "H", "H", "H", "H", "H", "H", "H", "H", "H", "H", "H", "H", "H", "H", "H", "O", "H", "H", "O", "H", "H", "O", "H", "H", "O", "H", "H", "O", "H", "H", "O", "H", "H", "O", "H", "H", "O", "H", "H", "O", "H", "H", "O", "H", "H", "O", "H", "H", "O", "H", "H", "O", "H", "H", "O"],
  "positions_angstrom": [[1.772, 1.657, -2.012], [0.731, 1.243, -0.984], [0.922, -0.234, -0.568], [0.171, -0.643, 0.650], [-1.002, -1.394, 0.527], [-1.667, -1.884, 1.574], [0.736, -0.345, 1.992], [2.780, 1.644, -1.597], [1.750, 1.021, -2.890], [1.582, 2.676, -2.359], [-0.272, 1.381, -1.394], [0.814, 1.891, -0.115], [0.670, -0.875, -1.408], [1.975, -0.388, -0.361], [-1.392, -1.682, -0.436], [-1.599, -1.358, 2.448], [-2.646, -2.109, 1.387], [0.897, -1.268, 2.564], [0.055, 0.275, 2.587], [1.673, 0.197, 1.920], [-2.234, 1.019, 2.462], [-2.625, 0.912, 3.920], [-2.696, 0.413, 3.089], [-3.880, -0.245, 1.941], [-5.244, -0.493, 1.195], [-4.297, -0.648, 1.147], [1.457, 3.851, 2.030], [1.990, 2.403, 1.764], [1.187, 2.919, 2.020], [4.216, 2.268, 0.905], [3.635, 0.891, 0.506], [3.527, 1.637, 1.141], [-1.657, 2.982, 2.937], [-0.207, 2.648, 3.323], [-1.113, 2.700, 3.685], [-3.339, -0.080, -0.268], [-3.153, 1.185, -1.190], [-2.734, 0.340, -0.919], [-1.827, 1.245, 0.371], [-0.704, 2.101, 1.056], [-1.671, 1.983, 1.010], [0.676, -4.372, -1.972], [0.494, -3.686, -0.591], [0.601, -3.508, -1.552], [2.158, -2.557, -1.890], [2.457, -1.627, -3.039], [2.894, -2.039, -2.269], [-1.677, -1.062, -2.621], [-0.905, -2.409, -2.611], [-1.211, -1.694, -3.184], [-2.847, 2.981, -0.143], [-2.889, 3.640, -1.547], [-3.364, 3.031, -0.969], [1.152, -0.318, -4.825], [0.400, -1.295, -3.888], [1.274, -1.112, -4.296], [3.773, -0.903, -1.272], [5.055, -0.880, -0.410], [4.308, -0.325, -0.668], [1.136, -3.809, 1.559], [-0.427, -3.714, 1.435], [0.362, -4.175, 1.108]],
  "lowdin_spin": [0.00, 0.03, 0.05, 0.34, 0.20, 0.23, 0.04, 0.00, 0.00, 0.00, 0.00, 0.00, 0.00, 0.01, 0.00, 0.01, 0.01, 0.01, 0.01, 0.00, 0.00, 0.00, 0.00, 0.00, 0.00, 0.00, 0.00, 0.00, 0.00, 0.00, 0.00, 0.00, 0.00, 0.00, 0.00, 0.00, 0.00, 0.01, 0.00, 0.00, 0.01, 0.00, 0.00, 0.00, 0.00, 0.00, 0.00, 0.00, 0.00, 0.00, 0.00, 0.00, 0.00, 0.00, 0.00, 0.00, 0.00, 0.00, 0.00, 0.00, 0.00, 0.01],
  "total_charge": 1,
  "orbital_gap_ev": [10.5, 7.4],
  "s_squared": 0.755,
  "multiplicity": 2
}



Most favorable first, least favorable last: (x), (w)